# 1
26
Properties=species:S:1:pos:R:3 method="wB97M-V/def2-TZVPD" orbital_gap_ev=9.28 smiles=CN1CCC[C@@H]1c1cncc(F)c1 molar_mass_g_mol=180.2 de_lowest_kcal_mol=92.4
C -1.679 -0.716 2.014
N -1.770 -0.583 0.565
C -3.124 -0.347 0.023
C -2.900 -0.009 -1.518
C -1.492 0.731 -1.359
C -1.096 0.475 0.052
C 0.359 0.453 0.233
C 1.105 1.631 0.565
N 2.474 1.687 0.326
C 3.079 0.423 -0.011
C 2.291 -0.702 -0.213
F 3.060 -1.788 -0.612
C 0.894 -0.805 -0.194
H -2.079 0.067 2.768
H -2.530 -1.503 2.118
H -0.647 -1.251 2.082
H -3.392 0.582 0.584
H -3.732 -1.221 0.231
H -2.681 -0.815 -2.233
H -3.662 0.869 -1.895
H -0.709 0.544 -2.208
H -1.429 1.948 -1.149
H -1.292 1.422 0.700
H 0.574 2.451 0.955
H 4.096 0.292 0.065
H 0.378 -1.824 -0.293



# 2
65
Properties=species:S:1:pos:R:3 method="wB97M-V/def2-TZVPD" orbital_gap_ev=6.05 molar_mass_g_mol=947.4 charge=+2 de_lowest_kcal_mol=0.0
Re -0.806 -1.284 -0.646
S 2.130 3.343 -2.833
Sb 0.267 3.691 -1.419
S -0.414 1.239 -0.964
S 0.769 0.087 0.327
S 2.508 3.503 -0.743
C -1.818 3.350 -4.637
C -2.288 2.348 -3.630
C -2.353 0.995 -3.949
C -2.836 0.058 -3.046
C -2.909 -1.390 -3.435
C -3.268 0.515 -1.802
C -3.240 1.871 -1.450
C -3.749 2.347 -0.118
C -2.728 2.763 -2.375
C -3.728 -0.442 -0.796
O -4.749 -0.651 -0.259
O -2.590 -1.238 -0.390
H -1.116 2.909 -5.341
H -1.347 4.205 -4.159
H -2.666 3.728 -5.211
H -2.047 0.665 -4.938
H -3.290 -1.487 -4.452
H -3.563 -1.973 -2.788
H -1.923 -1.847 -3.427
H -3.298 1.796 0.711
H -4.829 2.209 -0.044
H -3.535 3.404 0.019
H -2.710 3.817 -2.128
S -0.431 -4.512 0.466
C -0.547 -3.079 -0.033
C 2.872 -4.813 2.240
C 2.448 -3.562 2.668
C 2.289 -2.534 1.752
C 2.553 -2.754 0.400
C 3.002 -4.009 -0.020
C 3.155 -5.036 0.901
Ge 2.394 -1.379 -0.925
C 1.194 -1.690 -2.403
C 0.885 -0.632 -3.286
C 0.182 -0.886 -4.451
C -0.217 -2.183 -4.749
C 0.059 -3.235 -3.880
C 0.752 -2.996 -2.711
C 3.894 -0.209 -1.077
C 4.610 0.091 0.087
C 5.760 0.856 0.012
C 6.214 1.304 -1.223
C 5.529 0.983 -2.384
C 4.367 0.225 -2.316
H 2.996 -5.613 2.957
H 2.244 -3.388 3.715
H 1.955 -1.567 2.114
H 3.240 -4.199 -1.061
H 3.504 -6.006 0.574
H 1.215 0.375 -3.068
H -0.040 -0.078 -5.135
H -0.749 -2.379 -5.670
H -0.261 -4.239 -4.125
H 0.973 -3.817 -2.042
H 4.279 -0.278 1.051
H 6.313 1.092 0.911
H 7.121 1.891 -1.281
H 5.905 1.311 -3.344
H 3.849 -0.035 -3.230



What did the first record say?
26
Properties=species:S:1:pos:R:3 method="wB97M-V/def2-TZVPD" orbital_gap_ev=9.28 smiles=CN1CCC[C@@H]1c1cncc(F)c1 molar_mass_g_mol=180.2 de_lowest_kcal_mol=92.4
C -1.679 -0.716 2.014
N -1.770 -0.583 0.565
C -3.124 -0.347 0.023
C -2.900 -0.009 -1.518
C -1.492 0.731 -1.359
C -1.096 0.475 0.052
C 0.359 0.453 0.233
C 1.105 1.631 0.565
N 2.474 1.687 0.326
C 3.079 0.423 -0.011
C 2.291 -0.702 -0.213
F 3.060 -1.788 -0.612
C 0.894 -0.805 -0.194
H -2.079 0.067 2.768
H -2.530 -1.503 2.118
H -0.647 -1.251 2.082
H -3.392 0.582 0.584
H -3.732 -1.221 0.231
H -2.681 -0.815 -2.233
H -3.662 0.869 -1.895
H -0.709 0.544 -2.208
H -1.429 1.948 -1.149
H -1.292 1.422 0.700
H 0.574 2.451 0.955
H 4.096 0.292 0.065
H 0.378 -1.824 -0.293



Repeat the first record exactly.
26
Properties=species:S:1:pos:R:3 method="wB97M-V/def2-TZVPD" orbital_gap_ev=9.28 smiles=CN1CCC[C@@H]1c1cncc(F)c1 molar_mass_g_mol=180.2 de_lowest_kcal_mol=92.4
C -1.679 -0.716 2.014
N -1.770 -0.583 0.565
C -3.124 -0.347 0.023
C -2.900 -0.009 -1.518
C -1.492 0.731 -1.359
C -1.096 0.475 0.052
C 0.359 0.453 0.233
C 1.105 1.631 0.565
N 2.474 1.687 0.326
C 3.079 0.423 -0.011
C 2.291 -0.702 -0.213
F 3.060 -1.788 -0.612
C 0.894 -0.805 -0.194
H -2.079 0.067 2.768
H -2.530 -1.503 2.118
H -0.647 -1.251 2.082
H -3.392 0.582 0.584
H -3.732 -1.221 0.231
H -2.681 -0.815 -2.233
H -3.662 0.869 -1.895
H -0.709 0.544 -2.208
H -1.429 1.948 -1.149
H -1.292 1.422 0.700
H 0.574 2.451 0.955
H 4.096 0.292 0.065
H 0.378 -1.824 -0.293